# 1
42
Properties=species:S:1:pos:R:3 method="wB97M-V/def2-TZVPD" homo_ev="-14.217 / -14.057" gap_ev="5.74 / 5.30" e_lumo_ev="-8.474 / -8.757" charge=+2 spin_multiplicity=2
Re 1.838 -1.062 -1.097
S -0.167 -0.140 -1.824
C -0.767 0.492 -0.185
N -1.881 1.131 -0.057
N -2.684 1.373 -1.045
C -3.842 2.086 -0.922
C -4.225 2.644 0.315
C -5.375 3.394 0.394
C -6.151 3.605 -0.747
C -5.788 3.034 -1.970
C -4.645 2.277 -2.066
N -0.016 0.198 0.843
N 1.080 -0.466 0.674
C 1.679 -0.916 1.864
C 2.952 -1.511 1.843
C 3.518 -1.971 3.014
C 2.828 -1.848 4.218
C 1.558 -1.284 4.244
C 0.984 -0.820 3.079
H -2.448 1.018 -1.981
H -3.598 2.468 1.174
H -5.682 3.826 1.334
H -7.047 4.200 -0.684
H -6.409 3.195 -2.836
H -4.366 1.822 -3.005
H 3.525 -1.595 0.923
H 4.503 -2.414 2.990
H 3.291 -2.174 5.136
H 1.015 -1.199 5.173
H 0.005 -0.373 3.076
C 4.149 1.344 -1.272
C 3.542 0.019 -1.321
O 3.991 -1.081 -1.535
H 5.182 1.272 -0.922
H 3.576 2.029 -0.650
H 4.192 1.756 -2.285
C 2.255 -4.268 -2.295
O 1.435 -3.115 -2.061
H 2.410 -4.406 -3.366
H 1.788 -5.161 -1.874
H 3.216 -4.111 -1.810
H 0.578 -3.268 -2.485


# 2
9
Properties=species:S:1:pos:R:3 method="wB97M-V/def2-TZVPD" homo_ev="-7.811 / -7.815" gap_ev="7.37 / 7.38" e_lumo_ev="-0.437 / -0.433"
C -1.461 0.734 -0.170
C 0.628 1.138 0.067
C -0.557 -1.315 0.060
N -1.596 -0.494 -0.061
P 0.953 -0.469 -0.184
H -2.141 1.549 -0.176
H 1.109 2.014 -0.306
H -0.697 -2.379 0.019
H 1.929 -1.179 0.488


# 3
12
Properties=species:S:1:pos:R:3 method="wB97M-V/def2-TZVPD" homo_ev=-9.345 gap_ev=10.06 e_lumo_ev=0.719
C 1.298 0.948 0.372
C -0.028 0.247 0.389
C -0.387 -1.155 -0.042
O 0.435 -2.055 -0.568
N -1.668 -1.076 -0.152
C -1.440 0.389 0.015
O -1.079 0.656 1.330
H 1.228 1.921 -0.119
H 1.680 1.104 1.392
H 2.047 0.332 -0.145
H -0.145 -2.650 -1.077
H -1.931 1.037 -0.703


# 4
12
Properties=species:S:1:pos:R:3 method="wB97M-V/def2-TZVPD" homo_ev=-9.927 gap_ev=10.81 smiles="C#C[C@@H](C)C=O" e_lumo_ev=0.879
C 0.553 -1.361 0.192
C 0.393 0.145 -0.070
C -0.143 0.380 -1.483
O -0.989 1.180 -1.782
C -0.432 0.868 0.898
C -1.138 1.540 1.605
H 1.027 -1.542 1.160
H -0.413 -1.876 0.181
H 1.189 -1.804 -0.583
H 1.402 0.588 -0.065
H 0.327 -0.271 -2.252
H -1.777 2.154 2.200


# 5
31
Properties=species:S:1:pos:R:3 method="wB97M-V/def2-TZVPD" homo_ev="1.566 / 1.566" gap_ev="4.33 / 4.33" e_lumo_ev="5.893 / 5.894" charge=-3 spin_multiplicity=2
Mg -0.044 -0.234 -0.922
S -2.918 0.699 -0.489
O -2.540 1.590 0.639
O -3.545 -0.529 0.014
O -3.761 1.480 -1.420
O -1.754 0.351 -1.282
S -0.116 -2.376 1.449
O -1.243 -2.683 2.310
O 1.122 -2.281 2.235
O 0.349 -3.572 0.729
O -0.318 -1.169 0.675
S 0.559 2.612 0.183
O 1.814 3.155 0.638
O -0.446 2.964 1.206
O 0.150 3.210 -1.070
O 0.701 1.177 0.072
O 2.080 0.097 2.061
H 1.849 0.415 1.188
H 1.765 -0.807 2.078
O 0.667 0.922 -2.725
H 0.926 1.802 -2.453
H 0.796 0.916 -3.674
O -1.045 0.741 2.537
H -0.649 0.288 1.793
H -0.626 0.353 3.305
O -0.280 -1.777 -2.016
H -1.098 -2.056 -2.428
H 0.220 -2.586 -1.904
O 2.086 -0.827 -0.989
H 2.853 -0.336 -1.284
H 2.446 -1.537 -0.457


# 6
44
Properties=species:S:1:pos:R:3 method="wB97M-V/def2-TZVPD" homo_ev=-8.027 gap_ev=8.19 smiles="CCn1c(-c2cc(C)c(=O)n(C)c2)cc2c(S(C)(=O)=O)cccc21" e_lumo_ev=0.158
O 1.785 -5.158 1.366
O -3.440 0.187 -2.273
O -4.936 2.028 -1.326
C 1.446 -3.937 1.090
C 0.686 -1.759 1.974
C 0.500 -1.354 0.642
C -0.997 0.269 -0.486
C 0.707 -2.276 -0.401
C 0.133 0.027 0.282
C 1.187 -3.044 2.252
C -1.091 4.488 -0.753
C -0.022 3.710 -0.189
C -2.238 3.889 -1.298
C -1.213 1.702 -0.723
C -0.016 2.262 -0.183
C -2.291 2.442 -1.293
N 1.104 -3.625 -0.138
N 0.831 1.209 0.302
C 1.742 -3.357 3.635
C 1.299 -4.587 -1.284
C 2.401 1.438 2.230
C 2.237 1.288 0.673
C -3.717 2.345 -3.741
S -3.755 1.637 -2.117
H 0.506 -1.165 2.809
H -1.662 -0.533 -0.598
H 0.601 -1.774 -1.311
H -0.941 5.578 -0.851
H 0.825 4.178 0.267
H -3.099 4.491 -1.531
H 2.817 -3.594 3.579
H 1.213 -4.195 4.074
H 1.663 -2.493 4.302
H 2.283 -5.169 -1.073
H 0.522 -5.373 -1.458
H 1.402 -4.085 -2.255
H 3.498 1.401 2.413
H 1.918 2.370 2.492
H 1.927 0.621 2.764
H 2.692 0.365 0.219
H 2.598 2.129 0.172
H -4.309 1.759 -4.384
H -4.086 3.335 -3.688
H -2.710 2.333 -4.185


# 7
32
Properties=species:S:1:pos:R:3 method="wB97M-V/def2-TZVPD" homo_ev=-11.997 gap_ev=7.29 e_lumo_ev=-4.708 charge=+1
C 3.708 -0.169 0.697
C 2.472 -0.636 0.802
C -3.413 -1.273 0.778
C -2.639 -1.843 -0.278
C -3.161 -0.006 1.210
C -1.749 -1.084 -0.996
C -2.229 0.789 0.470
C -1.586 0.284 -0.599
C 0.378 2.225 0.721
C 0.877 -2.472 -0.050
C -0.024 2.402 -0.781
C 1.283 -1.263 0.844
C -0.647 1.101 -1.327
N -0.367 0.862 -2.614
H 4.441 -0.540 1.397
H -4.169 -1.743 1.395
H -2.774 -2.820 -0.677
H -3.677 0.440 1.995
H -1.111 -1.604 -1.696
H -2.239 1.876 0.609
H 1.332 1.773 0.626
H 0.677 3.131 1.273
H -0.378 1.668 1.190
H -0.221 -2.365 -0.176
H 1.428 -2.276 -0.946
H 1.201 -3.286 0.564
H 0.685 2.881 -1.462
H -0.919 3.028 -0.858
H 0.469 -0.836 1.376
H -0.980 0.104 -3.063
H 4.080 0.312 -0.196
H 0.421 1.286 -3.097


# 8
23
Properties=species:S:1:pos:R:3 method="wB97M-V/def2-TZVPD" homo_ev=-12.607 gap_ev=9.30 smiles=NC[C@H]1CCC[NH2+]C1 e_lumo_ev=-3.310 charge=+1
N -1.701 -1.927 -1.968
C -1.629 -0.659 -1.273
C -0.407 -0.428 -0.347
C 0.654 0.488 -0.959
C 1.835 0.685 -0.014
C 1.383 1.219 1.333
N 0.336 0.296 1.908
C -0.855 0.135 0.993
H -1.688 -2.725 -1.344
H -0.947 -2.044 -2.635
H -1.642 0.130 -2.027
H -2.552 -0.539 -0.698
H 0.056 -1.406 -0.158
H 0.196 1.456 -1.188
H 1.002 0.073 -1.905
H 2.561 1.389 -0.421
H 2.365 -0.262 0.131
H 2.193 1.284 2.057
H 0.910 2.197 1.249
H 0.035 0.634 2.822
H 0.756 -0.624 2.058
H -1.573 -0.505 1.504
H -1.287 1.131 0.882


# 9
15
Properties=species:S:1:pos:R:3 method="wB97M-V/def2-TZVPD" homo_ev=-20.932 gap_ev=12.12 smiles=CC#[N+]C[N+]#CC e_lumo_ev=-8.809 charge=+2
C 2.048 0.122 -0.043
C -2.047 0.224 0.023
C 2.996 -0.503 -0.770
C -3.024 -0.632 -0.516
C 0.033 1.070 1.257
N 1.237 0.589 0.657
N -1.011 0.574 0.436
H 3.873 -0.906 -0.289
H 2.426 -1.174 -1.335
H 3.548 0.220 -1.356
H -3.036 -0.805 -1.543
H -2.954 -1.439 0.234
H -4.155 -0.398 -0.417
H 0.111 2.343 1.279
H -0.047 0.716 2.384


# 10
15
Properties=species:S:1:pos:R:3 method="wB97M-V/def2-TZVPD" homo_ev=-8.546 gap_ev=9.59 e_lumo_ev=1.040
C -2.247 -0.306 0.172
O -1.338 0.786 0.100
C -0.019 0.456 0.114
N 0.313 -0.744 0.277
C 1.536 -1.326 -0.232
C 0.904 1.626 -0.001
H -2.183 -0.952 -0.714
H -3.239 0.144 0.226
H -2.056 -0.921 1.057
H 2.437 -0.657 -0.334
H 1.829 -2.237 0.299
H 0.637 -1.621 -0.909
H 1.217 1.809 -1.033
H 0.405 2.515 0.387
H 1.803 1.427 0.593


# 11
13
Properties=species:S:1:pos:R:3 method="wB97M-V/def2-TZVPD" homo_ev=-16.370 gap_ev=11.87 e_lumo_ev=-4.505 charge=+1
C 0.905 -2.159 -0.212
H 1.455 -3.050 0.030
H 1.300 -1.326 0.284
H 1.097 -1.876 -1.255
H -0.175 -2.384 -0.125
N -1.188 0.538 -0.371
C -0.302 1.104 0.433
N -0.147 2.461 0.503
H -2.068 0.921 -0.744
H -1.113 -0.504 -0.396
H 0.503 0.405 0.662
H 0.655 2.845 0.925
H -0.921 3.025 0.266


# 12
119
Properties=species:S:1:pos:R:3 method="wB97M-V/def2-TZVPD" homo_ev=-14.264 gap_ev=5.24 e_lumo_ev=-9.019 charge=+3
Zr -0.683 0.340 -0.930
C -5.698 -1.977 -1.297
C -4.555 -1.393 -0.455
C -4.444 -2.177 0.852
P -2.926 -1.347 -1.347
C -3.339 -0.654 -3.015
C -2.365 0.492 -3.289
C -3.453 -1.604 -4.203
C -2.387 -3.072 -1.221
C -3.061 -4.139 -1.817
C -2.739 -5.439 -1.467
C -1.760 -5.685 -0.511
C -1.080 -4.627 0.072
C -1.379 -3.306 -0.276
Si -0.405 -1.873 0.428
C -0.710 -1.442 2.248
C -0.362 -2.368 3.236
C -0.370 -2.040 4.584
C -0.726 -0.760 4.978
C -1.136 0.161 4.027
C -1.151 -0.171 2.672
P -1.900 0.958 1.459
C -3.713 0.977 1.793
C -4.463 1.920 0.851
C -4.126 1.195 3.253
C -1.288 2.701 1.583
C -1.821 3.615 2.688
C -1.519 3.377 0.216
C 1.466 -2.059 0.141
C 2.344 -2.429 1.164
C 3.719 -2.350 1.010
C 4.258 -1.863 -0.172
C 3.418 -1.517 -1.215
C 2.032 -1.627 -1.080
P 0.898 -1.389 -2.482
C 0.974 -2.920 -3.551
C -0.122 -3.956 -3.409
C 2.344 -3.590 -3.416
C 1.447 -0.131 -3.727
C 2.772 -0.310 -4.469
C 1.337 1.274 -3.169
H -6.623 -1.896 -0.726
H -5.866 -1.459 -2.239
H -5.545 -3.035 -1.499
H -4.798 -0.347 -0.257
H -4.418 -3.247 0.650
H -3.556 -1.940 1.445
H -5.323 -1.980 1.465
H -4.317 -0.187 -2.842
H -1.348 0.133 -3.491
H -2.670 1.105 -4.138
H -2.354 1.239 -2.455
H -2.533 -2.164 -4.363
H -4.266 -2.315 -4.075
H -3.658 -1.038 -5.112
H -3.829 -3.970 -2.558
H -3.256 -6.264 -1.935
H -1.519 -6.701 -0.236
H -0.298 -4.842 0.788
H -0.076 -3.375 2.958
H -0.091 -2.778 5.322
H -0.717 -0.488 6.023
H -1.465 1.135 4.358
H -4.004 -0.048 1.555
H -4.356 2.961 1.149
H -4.143 1.831 -0.193
H -5.527 1.689 0.889
H -3.830 2.164 3.645
H -5.214 1.146 3.303
H -3.742 0.416 3.906
H -0.213 2.589 1.749
H -2.886 3.812 2.590
H -1.632 3.217 3.682
H -1.308 4.576 2.624
H -2.553 3.695 0.096
H -0.880 4.253 0.105
H -1.313 2.752 -0.696
H 1.957 -2.762 2.116
H 4.370 -2.656 1.815
H 5.328 -1.778 -0.290
H 3.856 -1.184 -2.143
H 0.895 -2.481 -4.552
H -0.115 -4.423 -2.427
H -1.109 -3.544 -3.592
H 0.054 -4.736 -4.148
H 2.440 -4.079 -2.445
H 2.423 -4.359 -4.184
H 3.188 -2.915 -3.542
H 0.648 -0.264 -4.475
H 3.632 -0.152 -3.823
H 2.859 -1.287 -4.939
H 2.833 0.436 -5.262
H 2.109 1.465 -2.421
H 1.419 2.030 -3.952
H 0.338 1.505 -2.709
N 5.031 3.266 2.971
C 5.935 4.289 3.123
C 6.957 4.505 4.052
C 7.674 5.666 3.895
C 7.403 6.593 2.857
C 6.402 6.379 1.949
C 5.650 5.199 2.087
N 4.607 4.741 1.336
C 4.259 3.596 1.883
C 3.178 2.811 1.353
C 2.752 1.580 1.870
C 1.714 0.904 1.272
N 1.055 1.357 0.180
C 1.468 2.563 -0.304
C 2.485 3.299 0.232
H 4.959 2.454 3.560
H 7.175 3.807 4.846
H 8.476 5.886 4.586
H 8.008 7.485 2.791
H 6.189 7.079 1.155
H 3.213 1.131 2.737
H 1.377 -0.032 1.689
H 0.943 2.948 -1.170
H 2.768 4.249 -0.196


# 13
95
Properties=species:S:1:pos:R:3 method="wB97M-V/def2-TZVPD" homo_ev="-2.385 / -2.555" gap_ev="6.53 / 6.70" e_lumo_ev="4.149 / 4.148" charge=-2 spin_multiplicity=2
Ti -1.531 2.680 0.609
N -0.272 5.131 -3.514
C -1.067 4.114 -2.990
S -2.703 4.048 -3.559
N -0.446 3.371 -2.120
N -1.193 2.380 -1.481
C -1.598 1.397 -2.191
C -2.349 0.258 -1.679
C -2.895 -0.637 -2.600
C -3.623 -1.739 -2.194
C -3.802 -1.962 -0.830
C -3.263 -1.097 0.102
C -2.523 0.025 -0.300
O -2.006 0.823 0.609
H -0.572 5.438 -4.423
H 0.717 4.961 -3.407
H -1.379 1.414 -3.256
H -2.736 -0.445 -3.655
H -4.036 -2.424 -2.924
H -4.360 -2.828 -0.492
H -3.373 -1.271 1.166
O -2.086 6.582 1.592
C -2.369 5.486 1.142
O -1.528 4.657 0.602
C -3.822 5.001 1.149
C -4.140 4.266 -0.157
C -5.644 4.039 -0.308
C -5.898 2.884 0.694
C -4.510 2.706 1.304
O -3.666 2.930 0.150
C -4.143 3.888 2.213
C -2.995 3.508 3.164
O -3.105 3.767 4.356
O -2.002 2.896 2.620
H -4.455 5.874 1.298
H -3.627 4.619 -1.049
H -6.204 4.943 -0.068
H -5.879 3.744 -1.330
H -6.649 3.117 1.449
H -6.194 1.973 0.174
H -4.285 1.723 1.711
H -4.986 4.188 2.835
C 0.471 -1.340 1.949
C 0.568 -2.860 1.867
C -0.832 -3.468 1.881
C 1.392 -3.406 3.032
O 1.164 -3.296 0.651
Si 2.363 -2.596 -0.260
S 1.789 -1.009 -1.393
O 3.565 -2.371 0.881
C 4.867 -1.828 0.805
C 4.827 -0.355 0.400
C 5.442 -1.948 2.215
C 5.720 -2.628 -0.177
O 2.965 -3.904 -1.113
C 2.470 -4.505 -2.298
C 3.021 -5.931 -2.295
C 2.999 -3.743 -3.512
C 0.943 -4.539 -2.311
H -0.042 -1.044 2.868
H -0.077 -0.936 1.099
H 1.467 -0.890 1.949
H -1.387 -3.149 2.767
H -0.765 -4.559 1.878
H -1.376 -3.149 0.992
H 0.922 -3.152 3.986
H 2.397 -2.986 3.004
H 1.469 -4.493 2.953
H 4.174 0.177 1.095
H 4.411 -0.240 -0.601
H 5.833 0.074 0.443
H 4.818 -1.392 2.917
H 6.461 -1.553 2.259
H 5.454 -2.995 2.522
H 5.278 -2.596 -1.172
H 5.764 -3.674 0.134
H 6.735 -2.223 -0.220
H 4.110 -5.904 -2.232
H 2.732 -6.463 -3.205
H 2.638 -6.474 -1.429
H 4.092 -3.760 -3.512
H 2.666 -2.706 -3.465
H 2.641 -4.200 -4.439
H 0.573 -5.007 -1.398
H 0.587 -5.105 -3.177
H 0.540 -3.526 -2.360
N 2.714 2.548 0.798
C 2.511 3.284 1.952
C 1.167 3.314 2.134
N 0.561 2.606 1.120
C 1.516 2.167 0.330
H 3.592 2.281 0.391
H 3.322 3.706 2.516
H 0.578 3.783 2.903
H 1.386 1.532 -0.534


# 14
17
Properties=species:S:1:pos:R:3 method="wB97M-V/def2-TZVPD" homo_ev="-10.024 / -9.758" gap_ev="8.09 / 8.02" e_lumo_ev="-1.934 / -1.734"
C 2.447 -1.090 0.205
C 0.441 -0.174 -1.095
C -2.615 -0.367 0.968
C -1.817 0.012 -0.291
C 1.905 -0.179 -0.773
N 2.788 -1.911 0.947
N 2.200 1.414 0.709
O 0.117 0.132 -2.229
O 2.512 2.345 0.104
O 2.054 1.102 1.845
O -0.382 -0.238 -0.040
Cl 2.888 0.352 -2.067
H -2.663 0.202 1.891
H -3.680 -0.201 0.686
H -2.279 -1.404 1.098
H -1.833 0.886 -0.971
H -2.083 -0.881 -0.988


# 15
8
Properties=species:S:1:pos:R:3 method="wB97M-V/def2-TZVPD" homo_ev="-8.267 / -8.060" gap_ev="7.88 / 7.60" e_lumo_ev="-0.386 / -0.456"
C -0.302 -0.528 -1.625
C -0.448 -0.008 0.326
O 1.136 0.423 2.049
O 0.626 -0.337 0.855
Cl -1.372 1.399 0.452
H -1.324 -0.438 -1.803
H -0.118 -1.515 -1.938
H 1.801 1.003 1.683